C32H42GaN4O as an isolated structure at a distorted geometry, computed with ωB97M-V/def2-TZVPD.

Last column: Löwdin charge in e.
CARTESIAN COORDINATES (ANGSTROEM)
1 Ga -0.41687 -0.65686 0.13619  0.94
2 N 0.58612 -3.38073 2.98404  0.06
3 N 0.23763 -2.54089 -1.50276  -0.01
4 C 1.36605 2.42567 -0.28905  -0.26
5 C 2.41390 1.51781 0.04210  -0.27
6 C 2.39201 1.33078 1.45676  -0.26
7 C 3.20482 0.35661 2.21124  -0.08
8 H 4.11551 0.10357 1.65298  0.06
9 H 2.64521 -0.58123 2.38073  0.05
10 H 3.49185 0.75888 3.19058  0.06
11 C 1.35586 2.14767 1.99998  -0.27
12 C 1.06081 2.36720 3.43335  -0.08
13 H 1.35039 3.40315 3.70991  0.07
14 H 1.63980 1.67135 4.06544  0.06
15 H -0.01766 2.23990 3.63997  0.06
16 C 0.70562 2.79741 0.91812  -0.27
17 C -0.46061 3.69758 1.05501  -0.08
18 H -1.30989 3.19396 1.54368  0.07
19 H -0.80108 4.06340 0.07977  0.06
20 H -0.20657 4.57126 1.67301  0.07
21 C 3.35116 0.85425 -0.90007  -0.08
22 H 4.36648 1.29233 -0.84095  0.07
23 H 3.00003 0.97092 -1.93536  0.04
24 H 3.44312 -0.22423 -0.67760  0.07
25 C 1.03971 2.92421 -1.64756  -0.08
26 H -0.03964 3.11312 -1.74471  0.06
27 H 1.33096 2.19170 -2.41219  0.05
28 H 1.57587 3.86712 -1.86068  0.08
29 C -0.11307 -4.21738 3.70734  -0.21
30 H 0.23869 -4.40275 4.71437  0.08
31 C -1.34162 -4.87325 3.32775  -0.14
32 H -1.86178 -5.52241 4.01198  0.06
33 C -1.74126 -4.65795 2.02239  -0.16
34 H -2.68171 -5.09719 1.63870  0.09
35 C -1.02452 -3.79055 1.16669  -0.06
36 H -1.21090 -3.66688 0.09511  0.05
37 C -0.03402 -2.85956 1.82602  -0.39
38 C 0.40187 -1.53874 1.52708  -0.22
39 H 1.50638 -1.82341 1.05513  0.12
40 C -0.23857 -1.36489 -1.78868  -0.28
41 C 0.89771 -3.10346 -2.52947  -0.11
42 H 1.50144 -3.90881 -2.20165  0.09
43 C 0.59957 -2.30565 -3.62819  -0.10
44 H 0.84345 -2.62672 -4.66813  0.12
45 N -0.14665 -1.20232 -3.20550  -0.01
46 C -0.29929 0.05399 -3.87488  -0.11
47 C 0.79455 0.49793 -4.67001  -0.20
48 C 0.58437 1.66329 -5.40497  -0.01
49 H 1.38037 1.97113 -6.05530  0.11
50 C -0.59278 2.40523 -5.27962  -0.27
51 C -0.79859 3.63124 -6.12885  -0.06
52 H -1.36062 4.39201 -5.55934  0.08
53 H -1.36617 3.40184 -7.05383  0.08
54 H 0.18141 4.04314 -6.42425  0.08
55 C -1.58336 2.00952 -4.37726  -0.02
56 H -2.47931 2.59215 -4.23269  0.12
57 C -1.45484 0.84286 -3.63190  -0.20
58 C -2.55690 0.39176 -2.71603  -0.06
59 H -2.42210 -0.63907 -2.36011  0.05
60 H -3.51095 0.46528 -3.26176  0.08
61 H -2.62988 1.06489 -1.84817  0.09
62 C 2.08178 -0.26151 -4.71478  -0.05
63 H 1.97591 -1.24598 -5.19177  0.06
64 H 2.55273 -0.37533 -3.72154  0.09
65 H 2.73821 0.34185 -5.35125  0.08
66 C -2.56516 -1.38085 5.43231  -0.05
67 N -1.51413 -1.12849 4.43836  -0.13
68 C -0.13896 -0.94255 4.88851  -0.04
69 C -1.79023 -0.65565 3.19913  -0.46
70 C -3.12323 -0.88121 2.57525  0.00
71 O -0.88256 0.04128 2.57887  -0.13
72 H -2.08073 -1.48265 6.41417  0.08
73 H -3.12026 -2.30758 5.20309  0.08
74 H -3.28127 -0.53571 5.47037  0.09
75 H 0.54239 -1.46881 4.19352  0.07
76 H 0.13222 0.13526 4.92915  0.08
77 H -0.05854 -1.39231 5.88729  0.08
78 H -3.65489 0.08245 2.56854  0.09
79 H -3.00186 -1.21175 1.52967  0.07
80 H -3.71298 -1.63162 3.11720  0.07

HOMO energy (spin up / spin down)	-2.6 / -2.6	eV
2S+1	1
LUMO energy (spin up / spin down)	0.076 / 0.076	hartree
net charge	-1
Kohn-Sham gap (spin up / spin down)	0.173 / 0.173	Ha
electronic energy	-3463.37836	Ha